This record from OMol25 describes a molecular structure, C64H138F15N8O15 in a non-equilibrium geometry. The level of theory is ωB97M-V/def2-TZVPD.

Last column: Löwdin charge in e.
Positions of all 240 atoms, in Å:
F: 10.164 -22.354 16.555  0.173
F: 11.024 -23.730 17.914  0.109
F: 1.390 -19.584 14.568  0.168
F: 11.672 -23.669 15.795  0.170
F: 8.135 -20.871 23.515  0.076
F: 7.679 -16.636 22.413  0.116
F: 7.269 -17.359 20.383  0.164
F: 6.907 -19.676 22.068  0.125
F: 4.009 -13.721 16.058  0.128
F: 3.944 -14.389 13.974  0.146
F: 0.434 -21.558 14.611  0.020
F: 5.867 -16.184 21.514  0.138
F: 5.989 -14.042 14.837  0.123
F: 7.412 -21.719 21.651  0.082
F: 2.701 -21.276 15.150  0.079
O: 8.652 -18.518 15.574  0.028
O: 9.079 -15.369 20.285  -0.091
O: 5.994 -22.537 23.821  0.007
O: 5.071 -16.867 14.654  -0.086
O: 11.042 -17.295 25.232  -0.196
O: -0.256 -20.321 16.864  0.008
O: 5.579 -15.910 16.643  0.041
O: 4.873 -24.906 23.512  0.050
O: 3.260 -11.364 22.091  -0.185
O: 8.926 -24.392 14.937  0.011
O: 2.053 -19.341 17.319  -0.260
O: 5.053 -24.405 13.866  0.049
O: 8.647 -24.794 17.234  -0.102
O: 7.071 -14.862 19.285  -0.025
O: 4.749 -20.982 22.375  -0.110
N: 3.865 -26.100 21.956  0.058
N: 5.615 -21.013 17.187  -0.179
N: 10.659 -16.946 27.916  0.241
N: 8.429 -16.325 15.160  0.012
N: 5.080 -13.089 19.310  0.018
N: 14.223 -18.407 16.450  -0.223
N: 10.493 -24.845 21.747  -0.223
N: 3.936 -24.177 12.033  0.006
C: 12.979 -18.988 17.168  -0.074
C: 4.915 -19.669 16.945  0.056
C: 13.570 -17.125 15.760  -0.049
C: 12.056 -17.797 26.052  -0.211
C: 14.771 -19.232 15.260  0.069
C: 9.674 -25.551 20.658  -0.076
C: 12.301 -21.459 21.193  -0.219
C: 2.685 -21.056 21.334  -0.047
C: 7.844 -27.064 16.247  -0.046
C: 15.255 -18.053 17.405  -0.178
C: 7.942 -17.978 13.414  0.013
C: 11.742 -18.580 16.432  -0.169
C: 8.200 -26.160 17.417  -0.233
C: 3.629 -26.252 13.220  0.016
C: 4.904 -25.420 22.426  -0.542
C: 13.388 -21.854 20.165  -0.084
C: 5.085 -21.628 18.471  -0.093
C: 5.752 -21.303 23.411  -0.359
C: 16.717 -16.040 17.953  -0.265
C: 3.247 -9.953 22.315  -0.082
C: 1.258 -18.522 18.159  -0.337
C: 7.593 -19.904 18.232  -0.190
C: 11.740 -22.664 21.964  -0.194
C: 8.976 -15.775 16.342  -0.087
C: 4.692 -15.889 15.561  -0.379
C: 3.384 -21.359 22.655  -0.216
C: 10.166 -27.030 20.674  -0.098
C: 5.215 -22.059 16.014  -0.025
C: 7.012 -20.884 22.681  -0.459
C: 3.237 -14.044 20.488  -0.032
C: 3.599 -26.464 20.513  -0.025
C: 10.634 -23.571 16.621  -0.552
C: 9.559 -24.715 16.209  -0.313
C: 11.611 -25.812 22.107  -0.129
C: 1.458 -20.691 15.252  -0.450
C: 4.691 -14.448 15.110  -0.466
C: 9.814 -19.155 19.276  -0.073
C: 17.777 -15.048 17.509  -0.082
C: 4.830 -23.113 11.647  -0.080
C: 3.867 -17.710 14.090  -0.122
C: 4.473 -18.740 13.109  -0.062
C: 7.095 -20.871 17.187  -0.149
C: 4.320 -11.889 21.266  -0.181
C: 10.947 -23.569 21.068  -0.142
C: 4.555 -23.257 16.734  -0.148
C: 7.763 -15.089 20.492  -0.369
C: 6.122 -25.365 21.472  0.008
C: 9.842 -14.199 19.994  -0.202
C: 12.056 -16.957 27.306  -0.320
C: 9.582 -24.549 22.916  0.046
C: 12.194 -17.642 15.334  -0.150
C: 0.907 -20.530 16.667  -0.459
C: 3.882 -12.703 20.033  -0.416
C: 16.384 -17.149 16.977  -0.199
C: 8.261 -17.650 14.833  -0.544
C: 10.910 -17.934 23.986  -0.071
C: 0.891 -17.330 17.350  -0.092
C: 9.079 -20.142 18.375  -0.252
C: 4.345 -24.948 13.080  -0.569
C: 11.061 -27.117 21.944  -0.173
C: 13.098 -17.354 28.330  -0.026
C: 4.142 -22.733 18.074  -0.156
C: 11.135 -14.838 19.496  -0.066
C: 7.167 -16.324 21.192  -0.549
H: 4.448 -26.217 19.911  0.041
H: 9.478 -20.180 17.334  0.085
H: 3.016 -20.598 23.360  0.127
H: 5.137 -19.301 15.988  0.073
H: 0.058 -16.874 17.882  0.084
H: 10.093 -15.783 16.295  0.069
H: 14.738 -17.532 18.179  0.111
H: 10.918 -19.237 19.153  0.060
H: 14.027 -21.019 19.936  0.055
H: 12.907 -18.272 28.902  0.100
H: 11.100 -19.293 15.968  0.096
H: 9.514 -19.295 20.288  0.058
H: 3.671 -16.117 15.944  0.164
H: 10.015 -16.712 27.194  0.144
H: 6.316 -14.145 19.408  0.067
H: 10.207 -17.367 23.373  0.093
H: 3.352 -24.511 11.281  0.138
H: 12.459 -25.733 21.363  0.170
H: 8.663 -14.707 16.552  0.116
H: 5.265 -23.288 23.547  0.140
H: 13.012 -16.509 29.055  0.105
H: 5.498 -20.675 24.334  0.193
H: 10.990 -18.042 17.044  0.104
H: 12.291 -18.222 14.392  0.124
H: 9.212 -21.196 18.599  0.089
H: 10.112 -24.212 23.782  0.107
H: 3.206 -16.986 13.564  0.131
H: 1.735 -20.572 21.580  0.090
H: 16.972 -16.532 18.871  0.107
H: 14.121 -17.381 27.975  0.099
H: 7.990 -28.090 16.627  0.093
H: 5.405 -12.201 18.934  0.101
H: 10.995 -15.731 18.883  0.053
H: 7.256 -18.796 13.445  0.058
H: 4.187 -23.543 18.868  0.125
H: 2.599 -26.078 13.441  0.086
H: 11.482 -21.073 20.590  0.081
H: 10.381 -17.872 28.301  0.193
H: 3.582 -19.151 12.582  0.096
H: 13.030 -18.491 18.134  0.117
H: 12.184 -15.910 27.040  0.161
H: 7.416 -18.872 17.884  0.108
H: 12.037 -25.618 23.089  0.144
H: 11.921 -18.079 23.523  0.106
H: 3.570 -27.579 20.525  0.098
H: 3.218 -14.742 19.671  0.063
H: 2.647 -26.125 20.070  0.099
H: 4.594 -13.614 18.444  0.148
H: 2.806 -9.808 23.264  0.075
H: 2.500 -22.028 20.825  0.082
H: 4.561 -20.965 19.135  0.106
H: 17.379 -14.457 16.663  0.090
H: 11.517 -23.814 20.176  0.111
H: 2.346 -13.739 21.018  0.081
H: 10.435 -18.898 24.125  0.080
H: 4.258 -9.572 22.300  0.080
H: 3.941 -14.497 21.262  0.088
H: 6.058 -22.425 15.386  0.120
H: 7.370 -26.003 18.151  0.131
H: 13.034 -17.730 25.536  0.148
H: 6.947 -25.172 22.205  0.071
H: 5.196 -24.097 16.793  0.088
H: 4.567 -21.579 15.344  0.069
H: 14.028 -22.659 20.537  0.083
H: 3.863 -19.721 17.286  0.086
H: 3.684 -23.568 16.179  0.115
H: 10.358 -27.379 22.743  0.129
H: 5.042 -18.186 12.395  0.067
H: 9.349 -27.726 20.880  0.120
H: 10.663 -27.282 19.736  0.116
H: 16.071 -16.653 16.080  0.099
H: 12.957 -22.159 19.218  0.055
H: 13.943 -19.711 14.752  0.107
H: 18.150 -14.485 18.330  0.068
H: 17.255 -17.758 16.725  0.132
H: 11.778 -27.897 21.874  0.127
H: 5.442 -19.019 17.649  0.090
H: 6.091 -24.453 20.879  0.084
H: 15.362 -18.546 14.614  0.124
H: 11.158 -22.353 22.848  0.113
H: 9.511 -18.136 18.971  0.073
H: 7.478 -21.869 17.164  0.115
H: 3.205 -22.336 23.043  0.107
H: 11.647 -15.233 20.397  0.076
H: 6.285 -26.229 20.840  0.071
H: 4.852 -22.458 12.480  0.051
H: 6.744 -26.904 16.027  0.099
H: 1.695 -16.627 17.305  0.039
H: 11.923 -18.904 26.304  0.162
H: 8.642 -25.492 21.006  0.089
H: 3.172 -12.211 19.407  0.136
H: 11.852 -14.157 19.000  0.084
H: 0.643 -17.550 16.333  0.069
H: 4.181 -26.895 13.878  0.073
H: 5.723 -16.817 16.845  0.068
H: 9.962 -13.568 20.820  0.114
H: 13.582 -16.390 16.545  0.129
H: 14.180 -16.784 14.916  0.132
H: 2.650 -9.435 21.575  0.088
H: 8.435 -26.950 15.327  0.087
H: 7.748 -14.187 21.139  0.175
H: 12.608 -20.736 21.969  0.114
H: 9.409 -13.757 19.141  0.105
H: 13.164 -20.010 17.445  0.124
H: 4.918 -11.060 20.916  0.105
H: 3.575 -26.761 12.233  0.099
H: 9.970 -23.122 20.671  0.163
H: 4.961 -12.499 21.935  0.131
H: 8.889 -18.361 12.949  0.111
H: 7.566 -17.072 12.908  0.096
H: 11.507 -16.786 15.037  0.135
H: 7.048 -19.991 19.152  0.104
H: 4.595 -22.668 10.671  0.097
H: 5.944 -21.981 19.052  0.126
H: 3.101 -22.444 18.035  0.093
H: 15.766 -15.510 18.121  0.114
H: 10.602 -16.294 28.709  0.185
H: 8.108 -23.847 15.298  0.154
H: 1.845 -18.039 18.948  0.105
H: 12.591 -23.210 22.456  0.134
H: 9.125 -25.493 23.147  0.106
H: 8.562 -16.290 17.217  0.077
H: 7.933 -15.719 14.496  0.134
H: 18.603 -15.586 16.997  0.090
H: 5.854 -23.499 11.486  0.094
H: 3.275 -20.435 20.664  0.064
H: 0.379 -19.074 18.441  0.098
H: 15.409 -19.972 15.634  0.085
H: 3.247 -18.095 14.912  0.094
H: 3.101 -26.092 22.596  0.142
H: 10.100 -25.670 16.149  0.167
H: 8.871 -23.818 22.605  0.091
H: 8.985 -26.653 17.938  0.082
H: 9.756 -25.070 19.684  0.104
H: 7.334 -20.417 16.205  0.134
H: 1.320 -21.460 17.273  0.138
H: 4.895 -19.637 13.579  0.058
H: 15.679 -18.962 17.880  0.157

Summary:
HOMO, eV: -10.93
Net charge: +3
Frontier orbital gap, Ha: 0.1937
DFT total energy, eV: -151973.490